4 unconnected molecules or ions with the total composition C7H22BFN8O8S. Source: the OMol25 dataset; level of theory: ωB97M-V with the def2-TZVPD basis set.

Output
Frontier orbital gap: 0.336 Ha
SMILES: NC(=O)CCN(CB(O)O)S(=O)(=O)F.NC(N)=O.NC(N)=O.NC(N)=O

XYZ file:
```
48
Properties=species:S:1:pos:R:3:lowdin_charge:R:1
N -2.13 0.76 0.76 0.11
C -1.25 -0.08 -0.01 -0.48
O -0.19 -0.50 0.41 0.08
C -1.81 -0.37 -1.38 -0.11
C -0.88 -1.02 -2.39 -0.17
N -0.30 -2.31 -1.95 -0.22
C 1.08 -2.57 -2.46 -0.07
B 2.14 -1.77 -1.59 -0.63
O 3.23 -2.41 -1.05 0.17
O 2.02 -0.42 -1.40 0.15
S -1.25 -3.64 -2.02 0.61
O -0.79 -4.58 -2.99 -0.25
O -1.61 -4.07 -0.72 -0.23
F -2.58 -3.04 -2.62 -0.15
H -1.52 1.40 1.26 0.09
H -2.53 0.15 1.49 0.04
H -2.08 0.62 -1.75 0.10
H -2.75 -0.91 -1.28 0.12
H -1.44 -1.18 -3.32 0.12
H -0.06 -0.35 -2.63 0.12
H 1.16 -2.33 -3.53 0.13
H 1.28 -3.64 -2.36 0.10
H 3.09 -3.34 -0.89 0.10
H 2.22 -0.20 -0.48 0.09
N -0.05 4.66 -1.40 0.15
C 0.04 3.31 -1.18 -0.66
N 1.14 2.90 -0.50 0.18
O -0.82 2.54 -1.57 0.02
H 0.64 5.31 -1.07 0.09
H -0.85 5.00 -1.89 0.10
H 1.21 1.91 -0.35 0.08
H 1.87 3.50 -0.15 0.06
N -3.40 -2.50 4.42 0.15
C -4.06 -1.86 3.40 -0.66
N -5.39 -2.13 3.30 0.15
O -3.49 -1.10 2.64 0.02
H -3.85 -3.14 5.05 0.09
H -2.42 -2.33 4.50 0.11
H -5.89 -1.68 2.56 0.11
H -5.88 -2.76 3.90 0.09
N 5.51 3.91 1.21 0.16
C 4.32 3.27 1.37 -0.67
N 4.38 1.93 1.62 0.16
O 3.25 3.87 1.31 0.00
H 6.40 3.44 1.27 0.10
H 5.49 4.90 1.04 0.11
H 3.52 1.45 1.77 0.10
H 5.24 1.42 1.67 0.10
```